The following is a DFT calculation (wB97M-V/def2-TZVPD) of 2 unconnected molecules or ions with the total composition C6H7N5O2 at a distorted geometry.

The geometry in XYZ format:
```
20
Properties=species:S:1:pos:R:3:mulliken_charge:R:1
C -2.488 -1.347 -0.156 -0.67
C -2.638 0.004 -0.026 0.73
C -0.550 -0.402 0.047 0.32
C 3.588 -1.050 -0.119 0.09
C 1.601 -0.311 0.083 0.46
C 3.722 0.395 -0.018 0.30
N 2.366 -1.413 -0.042 -0.34
N -1.440 0.586 0.010 0.44
N -1.192 -1.612 0.014 0.04
N 2.188 0.743 0.151 0.11
N -1.029 1.901 0.049 -1.01
O 4.619 1.129 0.024 -0.20
O -3.703 0.842 -0.156 -0.49
H -3.158 -2.156 -0.099 0.41
H 4.415 -1.787 -0.304 0.42
H -0.815 -2.489 -0.090 0.19
H 1.807 1.618 0.284 0.19
H -1.423 2.537 -0.673 0.32
H -1.323 2.433 0.865 0.29
H -4.549 0.378 0.158 0.41
```

Calculated values
Relative energy (zero: lowest compared OMol25 entry of this formula, charge and spin), kJ/mol: 311.1
Net charge: +2
Multiplicity: 1
LUMO, eV: -10.65